(1)
DFT (ωB97M-V/def2-TZVPD) results for 2 unconnected molecules or ions with the total composition C2H5NO2P at a distorted geometry.

Computed properties:
Max |F| (eV Å⁻¹): 2.678
Lowest unoccupied orbital energy (spin up / spin down) (Ha): 0.148 / 0.148
ΔE to the lowest compared entry with this formula, charge and spin (eV): 2.5049
DFT total energy (a.u.): -625.8046
Total charge: -1
Gap between HOMO and LUMO (spin up / spin down) (hartree): 0.279 / 0.279

Atoms and positions in Å:
P (1.23, 0.63, 0.04)
O (0.88, 1.39, -1.14)
O (2.60, 0.82, 0.60)
N (-1.05, 1.27, 1.28)
C (0.53, -1.11, 0.02)
C (-0.54, -1.34, -0.79)
H (-0.62, -0.82, -1.72)
H (0.65, -1.50, 1.08)
H (-1.36, 0.63, 0.54)
H (-1.11, 2.20, 0.89)
H (-1.21, -2.16, -0.79)


(2)
DFT (ωB97M-V/def2-TZVPD) results for a single C6H11N molecule at a distorted geometry.

Computed properties:
Max |F| (eV Å⁻¹): 1.411
Lowest unoccupied orbital energy (Ha): 0.035
ΔE to the lowest compared entry with this formula, charge and spin (eV): 0.2843
DFT total energy (a.u.): -289.9612
Total charge: 0
Gap between HOMO and LUMO (hartree): 0.450

Atoms and positions in Å:
N (0.10, 2.63, -0.48)
C (-1.28, -0.57, -0.25)
C (-2.56, 0.18, 0.19)
C (0.05, 1.53, -0.15)
C (1.23, -0.64, -0.30)
C (2.56, -0.12, 0.25)
C (0.00, 0.10, 0.25)
H (-3.47, -0.44, 0.18)
H (1.10, -1.70, -0.03)
H (-1.28, -1.63, 0.01)
H (1.22, -0.58, -1.39)
H (2.71, 0.93, -0.03)
H (2.58, -0.19, 1.34)
H (-2.59, 0.89, -0.60)
H (-2.54, 0.73, 1.14)
H (3.39, -0.70, -0.15)
H (0.03, 0.09, 1.35)
H (-1.26, -0.50, -1.34)


(3)
DFT (ωB97M-V/def2-TZVPD) results for a molecular structure, C21H22N4O3 at a distorted geometry.

Computed properties:
Max |F| (eV Å⁻¹): 13.814
Lowest unoccupied orbital energy (Ha): -0.035
ΔE to the lowest compared entry with this formula, charge and spin (eV): 20.9020
DFT total energy (a.u.): -1257.5008
Total charge: 0
Gap between HOMO and LUMO (hartree): 0.242

Atoms and positions in Å:
O (3.07, 2.66, 0.59)
O (3.36, -3.83, 0.60)
O (5.60, 1.46, -1.11)
N (-1.50, -0.70, -2.19)
N (4.61, 0.70, 0.73)
N (-2.66, 0.42, -0.24)
N (-6.05, -0.68, -0.31)
C (3.92, -1.82, 0.56)
C (-0.37, 1.54, 0.65)
C (-7.19, 0.11, 1.66)
C (-1.69, 0.28, -0.90)
C (-3.83, -0.26, -0.52)
C (-7.18, -0.70, 0.35)
C (-4.95, 0.55, 1.31)
C (3.55, -5.29, 0.63)
C (0.74, 0.77, -1.26)
C (4.97, 1.47, -0.21)
C (1.95, 1.43, -1.11)
C (-2.53, -1.11, -2.59)
C (-0.32, 0.71, -0.56)
C (0.91, 2.35, 0.91)
C (1.99, 2.26, 0.24)
C (5.07, -0.68, 0.72)
C (-6.10, 0.60, 2.05)
C (4.13, 2.97, -0.16)
C (4.40, -3.14, 0.64)
C (-4.92, -0.20, 0.22)
C (-3.80, -0.89, -2.11)
H (-4.78, -1.59, -2.06)
H (4.77, 3.63, 0.71)
H (4.11, -5.53, 1.31)
H (2.70, -5.83, 0.52)
H (-2.49, -1.53, -3.54)
H (-3.96, 1.30, 1.63)
H (3.96, 0.83, 1.56)
H (-1.28, 1.64, 1.07)
H (3.13, -1.64, 1.73)
H (5.08, -3.49, 1.60)
H (3.28, -1.51, -0.14)
H (5.05, -3.39, -0.18)
H (3.96, 3.24, -1.03)
H (-6.05, 1.32, 2.80)
H (2.93, 1.30, -1.44)
H (-8.14, 0.15, 2.47)
H (5.93, -0.89, -0.02)
H (3.94, -5.45, -0.31)
H (0.81, 2.86, 2.01)
H (0.68, 0.36, -2.20)
H (-8.04, -1.16, 0.11)
H (5.53, -0.84, 1.69)


(4)
DFT (ωB97M-V/def2-TZVPD) results for 12 unconnected molecules or ions with the total composition C38H86N10O12 at a distorted geometry.

Computed properties:
Max |F| (eV Å⁻¹): 1.769
Lowest unoccupied orbital energy (Ha): 0.002
ΔE to the lowest compared entry with this formula, charge and spin (eV): 0.4123
DFT total energy (a.u.): -2949.9140
Total charge: 0
Gap between HOMO and LUMO (hartree): 0.326

Atoms and positions in Å:
O (2.21, -2.81, 2.30)
O (-2.06, -1.87, 4.36)
O (-1.55, 0.80, -3.31)
O (3.50, 3.95, 1.04)
O (3.08, -0.76, 7.49)
O (5.45, -0.36, -2.55)
O (-3.76, -2.78, -1.73)
O (2.03, 2.93, -6.40)
O (0.84, 0.96, 0.13)
O (-4.59, 2.21, 3.95)
O (-3.07, 5.00, -1.91)
O (0.67, -1.59, -3.97)
N (2.46, -4.93, 1.49)
N (2.26, 0.17, 5.58)
N (-3.39, -3.59, 3.73)
N (2.65, 1.53, -4.72)
N (2.00, 4.46, -0.60)
N (4.48, -0.40, -0.47)
N (1.62, -3.51, -3.18)
N (-2.49, 2.74, 4.59)
N (-2.71, 4.03, 0.11)
N (-1.98, 2.07, -5.16)
C (2.43, 3.77, 0.48)
C (4.61, 0.00, 0.91)
C (-3.94, -1.70, -0.81)
C (-4.48, -3.17, 4.59)
C (-2.64, 4.16, 1.55)
C (1.77, -3.90, 2.05)
C (0.65, -2.58, -3.25)
C (2.01, 2.60, -5.23)
C (-2.89, 5.08, -0.72)
C (-1.54, 3.71, 5.11)
C (-3.82, 2.97, 4.48)
C (3.38, -1.27, -0.76)
C (0.69, 0.52, 1.46)
C (-3.22, 2.60, -4.64)
C (2.55, 1.24, -3.31)
C (-3.45, -4.88, 3.06)
C (-1.66, 2.40, -6.52)
C (1.35, -4.79, -2.54)
C (-0.17, -1.15, -0.02)
C (5.41, -0.04, -1.37)
C (2.68, 5.65, -1.04)
C (-1.94, 1.48, 4.13)
C (2.83, -3.38, -3.95)
C (-5.36, -1.43, -2.69)
C (-4.16, -2.30, -3.03)
C (-0.29, -0.66, 1.42)
C (1.95, -6.28, 1.63)
C (-4.70, -0.61, -1.57)
C (-1.29, 1.16, -4.45)
C (-2.24, -2.87, 3.70)
C (0.06, 0.16, -0.78)
C (1.59, -1.04, 5.13)
C (2.99, 0.17, 6.72)
C (-2.57, 2.69, -0.39)
C (3.87, -4.80, 1.23)
C (0.64, 4.20, -1.09)
C (3.42, 0.61, -5.49)
C (2.08, 1.36, 4.81)
H (1.67, -1.17, 4.05)
H (-2.46, 2.14, -7.22)
H (4.39, 0.50, -5.00)
H (4.90, -0.81, 1.58)
H (-4.10, 3.95, 4.91)
H (-2.81, 6.02, -0.14)
H (-5.36, -2.96, 3.96)
H (-1.34, 3.43, -6.60)
H (3.67, 0.40, 1.31)
H (-1.78, 2.12, 0.10)
H (-3.21, 2.57, -3.56)
H (1.83, 1.90, -2.82)
H (4.42, -5.59, 1.76)
H (-0.10, -1.40, 2.19)
H (-2.06, 4.59, 5.49)
H (-4.53, -2.11, 0.02)
H (0.56, -1.92, -0.25)
H (-3.35, -1.69, -3.43)
H (-3.19, -4.77, 2.00)
H (2.21, -6.65, 2.63)
H (-4.21, -2.29, 5.14)
H (2.50, -0.72, -1.11)
H (2.32, -6.98, 0.88)
H (1.05, 1.46, 4.44)
H (-1.19, 1.06, 4.81)
H (-0.85, 4.04, 4.32)
H (-4.03, 0.09, -2.06)
H (3.57, 0.98, -6.50)
H (4.13, -4.89, 0.17)
H (3.75, 5.63, -0.87)
H (0.77, -5.47, -3.18)
H (2.75, 1.45, 3.95)
H (-4.45, -5.28, 3.17)
H (3.50, 1.13, 6.91)
H (-4.37, -3.18, -3.65)
H (-3.30, 3.65, -4.95)
H (-5.65, -0.75, -3.49)
H (-1.49, -3.27, 2.99)
H (6.17, 0.65, -0.96)
H (1.74, 2.97, 0.76)
H (2.71, -3.74, -4.97)
H (-3.35, 4.89, 1.96)
H (2.30, -5.26, -2.28)
H (3.08, -2.32, -4.01)
H (1.67, 0.17, 1.82)
H (-4.81, -3.98, 5.24)
H (-1.63, 4.38, 1.91)
H (0.74, -4.67, -1.65)
H (-0.94, 0.61, -0.87)
H (2.94, -0.37, -5.53)
H (2.25, 2.26, 5.41)
H (-0.85, 1.75, -6.88)
H (0.32, 3.24, -0.67)
H (-2.78, -5.60, 3.52)
H (0.86, -6.31, 1.60)
H (0.52, -0.94, 5.35)
H (-0.95, 3.23, 5.89)
H (-1.13, -1.62, -0.26)
H (-4.10, 2.02, -4.92)
H (-1.42, 1.67, 3.18)
H (0.57, 4.17, -2.17)
H (-1.31, -0.31, 1.60)
H (4.23, -3.83, 1.57)
H (3.11, -1.88, 0.10)
H (2.40, 5.87, -2.07)
H (-0.34, 0.87, -4.95)
H (-0.19, -2.80, -2.57)
H (2.26, 0.19, -3.16)
H (3.50, 1.34, -2.78)
H (5.36, 0.78, 1.02)
H (-2.14, 2.71, -1.40)
H (0.34, 1.28, 2.17)
H (1.44, 3.13, -4.45)
H (2.34, 6.50, -0.42)
H (-2.70, 0.75, 3.91)
H (3.64, -3.88, -3.42)
H (0.73, -4.21, 2.28)
H (0.59, 0.05, -1.72)
H (-6.24, -1.97, -2.36)
H (-3.48, 2.09, -0.42)
H (3.57, -1.92, -1.62)
H (0.05, 4.98, -0.61)
H (1.91, -1.92, 5.67)
H (-5.43, -0.10, -0.95)
H (-2.99, -1.30, -0.44)
H (-2.97, 3.23, 2.01)


(5)
DFT (ωB97M-V/def2-TZVPD) results for a molecular structure, C24H32AsN2O2ReS.

Computed properties:
Max |F| (eV Å⁻¹): 0.966
Lowest unoccupied orbital energy (spin up / spin down) (Ha): -0.392 / -0.395
Multiplicity: 2
ΔE to the lowest compared entry with this formula, charge and spin (eV): 0.0887
DFT total energy (a.u.): -3904.9087
Expectation value of S²: 0.83
Total charge: +3
Gap between HOMO and LUMO (spin up / spin down) (hartree): 0.208 / 0.204

Atoms and positions in Å:
Re (1.54, 0.96, 0.34)
As (1.76, -1.24, -0.90)
S (-6.63, -0.68, 3.65)
O (3.58, 1.22, 0.35)
O (-7.45, -2.20, 1.52)
N (1.21, 2.74, -0.65)
N (4.41, 2.61, -1.18)
C (0.18, 3.52, -0.21)
C (0.62, -2.44, -3.33)
C (-0.20, -2.96, 0.47)
C (-5.17, -0.41, 2.87)
C (0.80, 5.32, -1.64)
C (-8.42, -2.84, 3.65)
C (-3.54, -0.70, 1.11)
C (-2.62, 0.16, 1.81)
C (2.06, 3.27, -1.59)
C (0.62, -1.18, -2.47)
C (3.95, -2.94, -1.85)
C (-1.38, 0.38, 1.33)
C (1.86, 4.54, -2.09)
C (-3.05, 0.76, 3.05)
C (3.60, -1.50, -1.46)
C (5.75, 2.12, 0.82)
C (4.53, 1.98, -0.02)
C (-4.28, 0.49, 3.55)
C (3.24, 2.45, -2.05)
C (-0.04, 4.80, -0.67)
C (-4.77, -0.97, 1.61)
C (1.27, -2.84, 0.09)
C (-7.58, -2.10, 2.68)
C (-0.21, 0.59, 0.86)
H (-8.91, -3.67, 3.13)
H (5.46, 2.56, 1.77)
H (3.91, -3.61, -0.99)
H (-4.60, 0.94, 4.48)
H (-2.38, 1.43, 3.57)
H (0.44, -3.35, -2.74)
H (0.94, -0.31, -3.04)
H (3.76, -0.80, -2.28)
H (4.22, -1.17, -0.62)
H (-0.47, 3.07, 0.52)
H (-7.81, -3.20, 4.48)
H (1.56, -3.65, -0.58)
H (5.16, 3.22, -1.47)
H (2.98, 1.39, -2.09)
H (3.53, 2.76, -3.05)
H (-0.53, -2.13, 1.10)
H (4.97, -2.96, -2.23)
H (-0.38, -0.96, -2.08)
H (3.30, -3.33, -2.62)
H (-0.88, 5.36, -0.29)
H (-0.18, -2.38, -4.07)
H (6.51, 2.73, 0.35)
H (6.15, 1.12, 1.02)
H (1.56, -2.57, -3.87)
H (-0.84, -3.00, -0.41)
H (-3.24, -1.11, 0.15)
H (-0.35, -3.88, 1.03)
H (2.54, 4.91, -2.85)
H (-5.46, -1.59, 1.06)
H (0.65, 6.31, -2.03)
H (1.92, -2.89, 0.96)
H (-9.18, -2.16, 4.06)


(6)
DFT (ωB97M-V/def2-TZVPD) results for a molecular structure, C36H62BN2OsP2Te.

Computed properties:
Max |F| (eV Å⁻¹): 0.730
Lowest unoccupied orbital energy (spin up / spin down) (Ha): -0.114 / -0.114
ΔE to the lowest compared entry with this formula, charge and spin (eV): 0.5915
DFT total energy (a.u.): -2584.5606
Total charge: +1
Gap between HOMO and LUMO (spin up / spin down) (hartree): 0.249 / 0.249

Atoms and positions in Å:
Os (0.03, 0.15, -0.46)
Te (0.72, 0.73, -3.14)
P (-0.59, 2.31, 0.24)
P (-1.02, -2.31, -0.26)
N (-0.44, -1.50, 2.18)
N (-0.79, 0.76, 2.45)
C (4.44, -0.20, -1.33)
C (2.99, 0.65, 2.12)
C (-3.37, -1.58, 1.03)
C (-0.34, -2.73, 1.42)
C (-1.27, 0.10, 3.58)
C (-2.87, -2.61, 0.02)
C (-3.06, 1.41, -0.29)
C (6.38, 1.51, -0.37)
C (0.53, 3.83, 0.13)
C (1.13, 3.92, -1.28)
C (-0.20, 5.14, 0.43)
C (1.85, 0.50, -0.14)
C (6.52, 0.95, -1.62)
C (-1.06, -1.29, 3.42)
C (-2.18, 3.05, -1.92)
C (-3.22, -3.98, 0.62)
C (3.02, -0.01, 0.73)
C (-0.76, -3.13, -2.89)
C (-2.29, 2.71, -0.43)
C (-0.88, 2.15, 2.11)
C (-0.74, -5.02, -1.26)
C (5.54, 0.09, -2.11)
C (-1.46, -2.18, 4.40)
C (5.26, 1.21, 0.41)
C (1.65, -0.90, -4.14)
C (1.67, 3.66, 1.14)
C (4.28, 0.34, -0.06)
C (-0.85, 0.80, -4.59)
C (-3.63, -2.43, -1.29)
C (-0.33, -3.56, -1.49)
C (-2.31, -0.32, 5.69)
C (-2.10, -1.68, 5.53)
C (1.19, -3.46, -1.42)
C (-3.08, 3.82, 0.27)
C (3.03, -1.52, 1.00)
C (-1.89, 0.59, 4.72)
B (-0.28, -0.22, 1.54)
H (-2.80, 0.05, 6.58)
H (5.18, 1.65, 1.40)
H (1.77, 4.80, -1.33)
H (3.13, 1.72, 2.10)
H (1.61, -3.96, -0.55)
H (-0.13, 2.76, 2.63)
H (5.65, -0.36, -3.09)
H (-3.28, 1.18, 0.76)
H (-2.99, 3.81, 1.36)
H (1.50, -2.41, -1.40)
H (-1.72, 4.01, -2.10)
H (2.16, -1.80, 1.59)
H (-2.42, -2.36, 6.30)
H (-2.50, 0.56, -0.72)
H (-2.71, -4.18, 1.56)
H (2.14, -0.50, -5.03)
H (-3.43, -3.23, -2.00)
H (0.38, 4.02, -2.06)
H (-4.01, 1.47, -0.83)
H (7.13, 2.18, 0.02)
H (-0.15, -5.66, -1.92)
H (-1.28, -3.24, 4.29)
H (0.92, -1.65, -4.43)
H (-3.41, -1.47, -1.77)
H (3.68, -0.87, -1.72)
H (-0.27, -3.78, -3.63)
H (2.39, -1.33, -3.48)
H (1.42, 4.10, 2.11)
H (-2.81, 4.81, -0.08)
H (-1.48, 1.67, -4.41)
H (-0.45, -2.10, -3.08)
H (-3.06, -0.57, 0.78)
H (-0.76, 5.11, 1.37)
H (3.79, 0.22, 2.72)
H (7.39, 1.18, -2.23)
H (3.06, -2.10, 0.09)
H (-0.89, 5.42, -0.37)
H (2.56, 4.17, 0.76)
H (-3.19, 3.08, -2.36)
H (-0.57, -5.35, -0.24)
H (-4.14, 3.68, 0.04)
H (3.92, -1.76, 1.58)
H (-2.05, 1.66, 4.85)
H (-1.79, -5.19, -1.52)
H (1.75, 3.06, -1.52)
H (-1.83, -3.19, -3.06)
H (-1.86, 2.55, 2.38)
H (1.92, 2.62, 1.30)
H (2.04, 0.44, 2.62)
H (-1.61, 2.28, -2.45)
H (0.54, 5.93, 0.51)
H (1.62, -3.92, -2.31)
H (0.69, -3.06, 1.29)
H (-3.05, -4.81, -0.06)
H (-0.87, -3.54, 1.92)
H (-1.44, -0.11, -4.54)
H (-0.37, 0.90, -5.56)
H (2.21, 1.43, -0.61)
H (-4.29, -3.96, 0.84)
H (-4.46, -1.60, 1.04)
H (-4.70, -2.45, -1.08)
H (-3.03, -1.79, 2.04)


(7)
DFT (ωB97M-V/def2-TZVPD) results for a molecular structure, C12H36ClO12Zn at a distorted geometry.

Computed properties:
Max |F| (eV Å⁻¹): 3.359
Lowest unoccupied orbital energy (Ha): -0.284
DFT total energy (a.u.): -3620.8198
Total charge: +1
Gap between HOMO and LUMO (hartree): 0.163

Atoms and positions in Å:
Zn (2.31, 0.36, 2.47)
Cl (0.30, -0.40, 1.56)
O (0.63, -3.97, 4.41)
O (-2.00, 1.09, -4.70)
O (-5.78, -0.95, 0.00)
O (2.50, -0.41, -2.10)
O (2.30, 1.93, 1.04)
O (3.41, 4.53, 1.99)
O (-1.33, 2.49, 2.02)
O (-0.35, -0.28, -1.80)
O (0.22, 2.53, -0.59)
O (-2.97, -1.07, 0.81)
O (1.94, -2.51, -0.21)
O (1.48, -5.84, 2.19)
C (-4.85, 0.10, -0.14)
C (0.26, -5.13, 2.26)
C (-0.89, 0.81, -3.86)
C (3.24, 4.17, 0.61)
C (-0.65, 3.55, -0.06)
C (3.36, 2.67, 0.40)
C (1.80, -2.71, -1.60)
C (0.41, -3.84, 3.02)
C (2.74, -1.80, -2.35)
C (-1.44, 0.14, -2.61)
C (-0.61, 3.55, 1.45)
C (-3.87, 0.04, 0.99)
H (1.46, 2.02, 0.50)
H (-4.30, 0.01, -1.09)
H (-0.53, -3.28, 2.88)
H (-0.54, -5.68, 2.79)
H (1.54, -0.32, -1.95)
H (-2.01, 0.46, -5.42)
H (-5.31, 1.09, -0.15)
H (-0.96, 1.65, 1.73)
H (-1.98, -0.78, -2.86)
H (2.76, -2.04, -3.42)
H (3.77, -1.96, -2.03)
H (-0.19, 0.17, -4.41)
H (2.11, -3.74, -1.82)
H (0.78, -2.68, -2.00)
H (4.32, 2.27, 0.73)
H (-0.31, 1.71, -3.62)
H (4.14, 4.02, 2.36)
H (-0.55, -0.41, -0.87)
H (3.29, 2.39, -0.66)
H (-0.11, -4.92, 1.25)
H (-0.08, -4.47, 4.82)
H (1.29, -6.68, 1.77)
H (-4.40, -0.01, 1.95)
H (-5.28, -1.76, -0.11)
H (0.53, 2.76, -1.47)
H (4.06, 4.67, 0.09)
H (2.30, 4.62, 0.32)
H (-1.66, 3.33, -0.40)
H (-2.09, 0.84, -2.09)
H (0.43, 3.67, 1.80)
H (-2.08, -0.73, 0.94)
H (1.09, -3.10, 2.61)
H (-0.45, 4.54, -0.49)
H (-3.27, 0.95, 1.10)
H (1.17, -2.13, 0.21)
H (-1.09, 4.47, 1.78)


Question: What is the total charge in the second record?
Answer: 0